# 1
A structure of composition C3H10NaOPS. Source: the OMol25 dataset; level of theory: wB97M-V/def2-TZVPD.

Last column: Löwdin charge in e.
Atoms and positions in Å:
S 3.231 0.047 0.427  0.251
P 1.099 0.605 0.342  0.043
C -0.734 1.050 0.105  -0.354
C -1.614 -0.187 0.557  -0.368
C -1.769 -1.298 -0.512  -0.099
O -2.851 -0.361 -0.132  -0.097
H 3.212 -1.308 0.548  -0.221
H 0.758 -0.683 0.919  -0.037
H 1.096 1.209 1.661  -0.041
H 1.466 1.902 -0.207  -0.041
H 1.081 0.028 -1.019  -0.175
H -1.062 1.155 -0.944  0.070
H -1.055 1.869 0.771  0.071
H -1.534 -0.510 1.613  0.135
H -1.780 -2.239 0.041  0.100
H -1.384 -1.138 -1.517  0.087
Na 1.839 -0.142 -2.654  0.675

- E_LUMO: -1.5191 eV
- Frontier orbital gap: 6.27 eV
- Highest occupied orbital energy: -7.7875 eV

***

# 2
A structure of composition C21H34CsNSi2. Source: the OMol25 dataset; level of theory: wB97M-V/def2-TZVPD.

Last column: Löwdin charge in e.
Atoms and positions in Å:
Cs 0.086 0.036 1.316  1.070
C -1.038 -0.846 5.565  -0.039
C -1.852 -0.424 4.370  -0.304
C -2.064 0.923 4.092  -0.050
C -2.801 1.326 2.982  -0.309
C -3.005 2.786 2.674  -0.035
C -3.332 0.349 2.143  -0.058
C -3.134 -1.005 2.392  -0.309
C -3.680 -2.046 1.451  -0.032
C -2.393 -1.376 3.511  -0.052
H -0.007 -1.066 5.278  0.083
H -1.448 -1.748 6.019  0.083
H -1.011 -0.063 6.321  0.080
H -1.657 1.675 4.760  0.121
H -2.769 3.408 3.536  0.080
H -4.035 2.983 2.379  0.085
H -2.365 3.104 1.847  0.082
H -3.916 0.651 1.279  0.128
H -2.990 -2.224 0.622  0.072
H -4.628 -1.727 1.019  0.086
H -3.835 -2.996 1.961  0.082
H -2.245 -2.430 3.723  0.124
C -1.310 -1.630 -2.176  -0.184
Si 0.583 -1.560 -2.143  0.363
C 1.121 -2.179 -3.849  -0.187
C 1.122 -2.927 -0.938  -0.183
C 1.222 0.036 -1.571  -0.514
C 2.631 -0.008 -1.120  -0.440
C 3.690 -0.305 -2.006  -0.039
C 4.995 -0.345 -1.567  -0.072
C 5.263 -0.076 -0.228  -0.090
C 4.190 0.211 0.588  -0.169
N 2.916 0.238 0.182  -0.003
Si 0.665 1.674 -2.092  0.359
C 1.425 2.336 -3.693  -0.183
C 1.104 3.004 -0.804  -0.191
C -1.210 1.775 -2.322  -0.182
H -1.642 -2.668 -2.272  0.031
H -1.725 -1.071 -3.016  0.020
H -1.756 -1.218 -1.266  -0.004
H 0.630 -3.121 -4.110  0.023
H 2.200 -2.344 -3.899  0.017
H 0.862 -1.439 -4.611  0.024
H 0.891 -3.923 -1.324  0.028
H 0.630 -2.843 0.039  -0.005
H 2.200 -2.883 -0.759  0.028
H 3.447 -0.480 -3.045  0.104
H 5.802 -0.570 -2.253  0.104
H 6.269 -0.086 0.167  0.094
H 4.354 0.428 1.640  0.097
H 2.515 2.370 -3.619  0.024
H 1.071 3.348 -3.912  0.023
H 1.172 1.695 -4.542  0.022
H 2.164 2.954 -0.542  0.024
H 0.538 2.902 0.130  -0.015
H 0.899 4.006 -1.189  0.026
H -1.547 1.196 -3.184  0.020
H -1.512 2.813 -2.485  0.029
H -1.752 1.402 -1.447  0.011

- E_LUMO: -0.1445 eV
- Frontier orbital gap: 6.02 eV
- Highest occupied orbital energy: -6.1619 eV
- Relative energy (zero: lowest compared OMol25 entry of this formula, charge and spin): 0.0 kJ/mol

***

# 3
A cluster of 2 separate species, C6H12N2 in total. Source: the OMol25 dataset; level of theory: wB97M-V/def2-TZVPD.

Last column: Löwdin charge in e.
Atoms and positions in Å:
C 1.409 -2.264 1.215  -0.175
C 2.657 -1.992 0.360  -0.156
H 1.441 -2.336 2.296  0.056
H 0.643 -1.571 0.969  -0.011
H 1.014 -3.322 0.822  0.107
H 2.289 -1.563 -0.583  0.062
H 3.041 -3.009 0.132  0.069
H 3.315 -1.407 0.932  0.041
C -2.026 2.423 0.909  -0.061
C -1.155 1.304 -2.392  -0.157
C -1.524 1.769 -0.310  -0.409
C -0.722 0.625 -0.282  -0.002
N -1.740 2.117 -1.555  0.076
N -0.435 0.336 -1.699  0.099
H -1.040 1.455 -3.398  0.088
H -0.204 -0.493 -1.940  0.037
H -0.467 0.041 0.625  0.096
H -2.854 3.086 0.890  0.052
H -1.346 3.195 1.355  0.089
H -2.296 1.606 1.653  0.098

- E_LUMO: 0.9044 eV
- SMILES string: Cc1c[nH]cn1.CC
- Frontier orbital gap: 9.45 eV
- Highest occupied orbital energy: -8.5406 eV
- Relative energy (zero: lowest compared OMol25 entry of this formula, charge and spin): 173.9 kJ/mol

***

# 4
A cluster of 4 separate species, H8O4 in total. Source: the OMol25 dataset; level of theory: wB97M-V/def2-TZVPD.

Last column: Löwdin charge in e.
Atoms and positions in Å:
O 0.081 1.490 2.998  -0.061
H 0.330 1.485 2.066  0.017
H 0.904 1.639 3.475  0.032
O 0.997 0.616 -0.652  -0.071
H 0.594 -0.097 -1.181  -0.004
H 1.846 0.782 -1.072  0.047
O -1.813 0.106 -0.025  -0.059
H -0.910 0.444 -0.098  -0.014
H -1.840 -0.319 0.839  0.039
O 0.159 -1.739 -2.033  -0.043
H -0.738 -1.741 -2.386  0.060
H 0.389 -2.668 -1.930  0.057

- E_LUMO: 0.5449 eV
- SMILES string: O.O.O.O
- Frontier orbital gap: 11.64 eV
- Highest occupied orbital energy: -11.0950 eV
- Relative energy (zero: lowest compared OMol25 entry of this formula, charge and spin): 70.4 kJ/mol

***

# 5
A cluster of 2 separate species, H2O4S2 in total. Source: the OMol25 dataset; level of theory: wB97M-V/def2-TZVPD.

Last column: Löwdin charge in e.
Atoms and positions in Å:
O -0.577 1.392 2.178  -0.580
O -1.140 -1.228 -0.948  -0.014
O -0.528 -0.456 -1.928  -0.159
O 0.458 0.343 -1.357  -0.058
S 1.642 -0.356 2.364  0.215
S 0.778 1.209 1.694  0.384
H -1.901 -0.710 -0.633  0.108
H 1.269 -0.194 -1.369  0.103

- E_LUMO: -1.8517 eV
- Frontier orbital gap: 8.41 eV
- Highest occupied orbital energy: -10.2618 eV
- Relative energy (zero: lowest compared OMol25 entry of this formula, charge and spin): 445.1 kJ/mol

***

# 6
A cluster of 2 separate species, C2H4FIO in total. Source: the OMol25 dataset; level of theory: wB97M-V/def2-TZVPD.

Last column: Löwdin charge in e.
Atoms and positions in Å:
C -1.107 0.038 0.020  -0.168
C 1.599 0.949 -0.590  -0.581
O -1.238 -1.367 -0.062  -0.113
F 1.868 1.709 0.446  -0.091
I 2.768 -0.782 -0.638  0.758
H -0.050 0.386 -0.252  -0.034
H -1.373 0.265 1.219  0.133
H -1.957 0.571 -0.450  0.085
H -0.509 -1.769 0.306  0.012

- E_LUMO: -1.1038 eV
- Frontier orbital gap: 8.21 eV
- Highest occupied orbital energy: -9.3174 eV
- Relative energy (zero: lowest compared OMol25 entry of this formula, charge and spin): 366.1 kJ/mol

***

# 7
A cluster of 2 separate species, C3H10NOS in total. Source: the OMol25 dataset; level of theory: wB97M-V/def2-TZVPD.

Last column: Löwdin charge in e.
Atoms and positions in Å:
C 0.115 0.422 1.223  -0.186
C 1.151 1.422 0.584  -0.633
S 1.342 2.987 1.516  0.574
H 0.352 -0.058 2.145  0.040
H -0.969 0.657 1.139  0.077
H 0.195 -0.500 0.590  0.037
H 0.780 1.718 -0.416  0.058
H 2.126 0.887 0.429  0.071
H 1.838 2.334 2.658  -0.125
N -1.710 -2.574 -2.881  -0.060
C -1.562 -2.889 -1.370  -0.569
O -0.652 -2.188 -0.584  -0.402
H -0.933 -2.861 -3.384  -0.028
H -1.631 -1.555 -2.882  0.024
H -1.549 -3.979 -1.273  0.044
H -2.719 -2.647 -1.044  0.078

- Net charge: -1
- E_LUMO: 2.9514 eV
- Frontier orbital gap: 5.60 eV
- Highest occupied orbital energy: -2.6459 eV
- Relative energy (zero: lowest compared OMol25 entry of this formula, charge and spin): 236.6 kJ/mol

***

# 8
A structure of composition C48H46N4O3PtTe. Source: the OMol25 dataset; level of theory: wB97M-V/def2-TZVPD.

Last column: Löwdin charge in e.
Atoms and positions in Å:
Pt 2.092 -1.110 1.497  1.170
C 2.844 2.380 4.400  -0.006
O 3.315 1.121 4.984  0.076
C 3.011 0.202 4.089  -0.322
N 2.265 0.531 3.104  0.033
C 1.807 1.910 3.367  -0.239
C 1.691 2.775 2.141  -0.224
C 2.524 2.594 1.041  -0.058
C 2.409 3.424 -0.068  -0.074
C 1.470 4.449 -0.079  -0.103
C 0.641 4.639 1.021  -0.105
C 0.747 3.799 2.122  -0.063
C 3.479 -1.188 4.260  -0.153
C 4.179 -1.669 5.350  0.065
C 4.480 -3.026 5.384  0.032
C 4.075 -3.849 4.341  0.067
C 3.393 -3.274 3.283  -0.146
N 3.106 -1.973 3.249  0.019
C 2.912 -3.993 2.085  -0.326
N 2.382 -3.357 1.115  0.044
C 2.126 -4.334 0.038  -0.229
C 2.249 -5.665 0.802  0.003
O 3.025 -5.301 1.999  0.073
C 0.822 -4.108 -0.674  -0.202
C 0.713 -4.458 -2.015  -0.027
C -0.480 -4.263 -2.695  -0.055
C -1.568 -3.700 -2.039  -0.061
C -1.462 -3.347 -0.702  -0.061
C -0.273 -3.556 -0.018  -0.046
H 3.703 2.859 3.929  0.149
H 2.452 2.998 5.200  0.147
H 0.821 1.833 3.837  0.152
H 3.268 1.808 1.049  0.106
H 3.074 3.287 -0.911  0.121
H 1.411 5.121 -0.926  0.115
H -0.068 5.458 1.034  0.117
H 0.103 3.954 2.982  0.127
H 4.472 -1.000 6.148  0.142
H 5.023 -3.440 6.222  0.138
H 4.283 -4.910 4.338  0.143
H 2.942 -4.232 -0.683  0.145
H 2.791 -6.443 0.276  0.145
H 1.285 -6.035 1.149  0.146
H 1.568 -4.877 -2.534  0.126
H -0.561 -4.551 -3.735  0.117
H -2.500 -3.553 -2.570  0.110
H -2.310 -2.919 -0.182  0.090
H -0.201 -3.288 1.031  0.101
C -4.367 6.265 -3.403  0.000
C -3.590 5.231 -2.653  -0.202
C -3.963 4.745 -1.431  0.078
C -3.186 3.769 -0.726  -0.179
C -3.660 3.343 0.609  -0.006
C -2.004 3.232 -1.314  -0.343
Te -0.836 1.775 -0.292  1.857
N 1.478 -0.541 -0.146  -0.059
C 1.285 -0.576 -1.504  -0.500
O 0.313 0.023 -1.985  -0.091
C 2.241 -1.315 -2.344  -0.170
C 3.487 -1.722 -1.862  -0.046
C 4.358 -2.401 -2.697  -0.054
C 3.985 -2.685 -4.005  -0.036
C 2.745 -2.280 -4.488  -0.042
C 1.876 -1.591 -3.664  -0.011
C -2.340 0.354 -0.034  -0.393
C -2.511 -0.146 1.264  -0.311
C -1.599 0.194 2.416  -0.074
C -3.596 -0.982 1.502  0.002
C -4.488 -1.332 0.496  -0.242
C -5.664 -2.221 0.771  -0.016
C -4.252 -0.855 -0.795  0.002
C -3.191 -0.016 -1.092  -0.284
C -2.992 0.427 -2.517  -0.034
C -1.594 3.694 -2.540  -0.248
C -0.405 3.210 -3.299  -0.025
C -2.396 4.704 -3.194  0.149
H -5.239 6.592 -2.841  0.098
H -4.701 5.867 -4.363  0.110
H -3.741 7.135 -3.610  0.109
H -4.863 5.109 -0.949  0.146
H -4.387 4.036 1.025  0.108
H -2.828 3.214 1.307  0.081
H -4.138 2.357 0.518  0.119
H 3.780 -1.491 -0.846  0.086
H 5.333 -2.700 -2.336  0.117
H 4.668 -3.216 -4.655  0.121
H 2.464 -2.502 -5.509  0.120
H 0.906 -1.275 -4.023  0.122
H -0.569 0.386 2.105  0.003
H -1.568 -0.638 3.119  0.095
H -1.961 1.069 2.963  0.095
H -3.744 -1.374 2.502  0.134
H -5.629 -2.636 1.776  0.088
H -5.707 -3.042 0.056  0.096
H -6.595 -1.659 0.670  0.100
H -4.913 -1.163 -1.598  0.138
H -3.411 -0.314 -3.196  0.098
H -1.937 0.539 -2.766  0.052
H -3.509 1.369 -2.719  0.087
H 0.260 2.574 -2.716  0.043
H 0.164 4.052 -3.698  0.111
H -0.746 2.625 -4.160  0.122
H -2.055 5.060 -4.162  0.156

- Net charge: +3
- E_LUMO (spin up / spin down): -7.7403 / -11.3378 eV
- Frontier orbital gap (spin up / spin down): 7.16 / 4.05 eV
- Multiplicity: 6
- Highest occupied orbital energy (spin up / spin down): -14.9014 / -15.3881 eV
- Relative energy (zero: lowest compared OMol25 entry of this formula, charge and spin): 0.0 kJ/mol

***

Number 1: maximum force 3.6 eV/Å, calculated total energy -29856.024 eV. Number 2: maximum force 0.1 eV/Å, calculated total energy -40124.209 eV. Number 3: maximum force 10.1 eV/Å, calculated total energy -9395.047 eV. Number 4: maximum force 0.4 eV/Å, calculated total energy -8319.947 eV. Number 5: maximum force 1.4 eV/Å, calculated total energy -29886.845 eV. Number 6: maximum force 4.3 eV/Å, calculated total energy -14999.970 eV. Number 7: maximum force 3.1 eV/Å, calculated total energy -17644.990 eV. Number 8: maximum force 0.2 eV/Å, calculated total energy -73138.131 eV.